Molecular formula: C12H25N5O6Pb
Method: DFT, wB97M-V/def2-TZVPD

Calculated values
Energy relative to the best compared isomer or geometry (same formula, charge and spin), kcal/mol: 82.02
HOMO level (spin up / spin down), eV: -7.66 / -7.20
E, eV: -37821.2882
F_max, eV/A: 5.54
LUMO (spin up / spin down), eV: -0.3 / -1.2

```
49
Properties=species:S:1:pos:R:3:forces:R:3
O 2.2230 -0.6297 -3.5727 0.380 0.300 -2.287
H 2.9738 -0.7534 -4.2103 -0.943 -0.191 0.779
Pb 0.7320 -0.6080 -1.1579 -2.857 1.385 0.975
N -0.6185 -1.4967 1.1691 -0.560 -0.353 0.356
N -0.6618 -2.8680 -1.0655 0.077 0.128 0.184
N 0.4175 1.5714 0.3671 0.484 2.692 -1.550
N 1.4706 1.6036 -2.0632 -0.218 2.738 0.994
O -0.6682 -0.7863 2.2543 -0.204 -0.533 -0.425
O -0.3970 1.6249 1.4482 -0.203 -1.278 0.839
O 2.1187 1.7163 -3.1928 0.118 -0.233 -0.505
O -0.6802 -3.4191 -2.1870 -0.322 -0.361 0.275
C -1.5235 -3.2850 -0.0941 0.347 0.625 0.085
C -1.5217 -2.5102 1.1045 0.765 0.344 -0.663
C 0.5867 2.7699 -0.2021 -0.809 -2.908 1.492
C 1.1508 2.7797 -1.5236 0.802 -2.061 -1.304
C -2.4717 -2.7208 2.2264 -0.237 -0.195 0.332
H -3.1216 -1.8425 2.3529 0.267 -0.164 0.033
H -1.9205 -2.8665 3.1645 -0.149 0.161 -0.174
H -3.1036 -3.5932 2.0574 0.060 0.158 0.052
C -2.4316 -4.4215 -0.3556 -0.375 -0.483 0.032
H -1.9053 -5.2028 -0.9171 -0.150 0.240 0.031
H -3.2980 -4.0990 -0.9540 0.236 -0.139 0.072
H -2.8033 -4.8491 0.5792 0.043 0.016 -0.251
C 0.1111 4.0038 0.4639 -0.095 0.288 0.106
C 1.3923 3.9887 -2.3413 0.143 0.750 0.105
H 0.0579 3.8417 1.5461 -0.076 0.144 -0.337
H -0.8847 4.2721 0.0796 0.180 0.041 0.217
H 0.8009 4.8196 0.2322 -0.196 -0.008 0.138
H 0.9078 3.8885 -3.3225 0.162 -0.053 0.228
H 2.4676 4.1075 -2.5330 -0.221 0.016 -0.028
H 1.0158 4.8889 -1.8451 0.098 -0.139 -0.175
H -0.4519 0.6287 1.7452 0.025 1.282 0.091
H 2.2519 0.4754 -3.4444 -0.203 0.264 -0.207
C 2.6688 -1.4426 -1.7710 4.597 -3.031 0.639
H 2.1102 -2.4493 -1.6350 1.168 1.450 0.454
H 3.1079 -0.7925 -0.9077 -0.790 -1.456 -0.851
H 3.5717 -1.7416 -2.3512 -0.578 0.311 0.476
O 1.8326 -0.4037 3.7156 -1.078 -0.494 -0.419
H 2.2246 0.4112 3.4106 0.045 0.333 -0.156
H 0.9720 -0.4902 3.2224 1.042 0.139 0.549
C -4.4926 1.1071 0.4159 0.015 -0.039 0.198
C -4.0534 1.1694 -1.0575 -0.556 0.231 0.216
C -2.7307 0.6176 -1.2595 1.844 -0.692 -0.556
N -1.6772 0.1891 -1.4844 -2.277 0.836 0.179
H -4.6019 0.0677 0.7493 0.141 0.240 -0.071
H -5.4610 1.5939 0.5489 0.087 -0.029 -0.151
H -3.7728 1.6193 1.0661 -0.096 -0.204 -0.179
H -4.7406 0.5900 -1.6941 0.160 0.322 0.134
H -4.0264 2.2138 -1.4095 -0.090 -0.391 0.030
```
Forces are in eV/Å.

=====

Molecular formula: C21H58N6O27S5
Method: DFT, wB97M-V/def2-TZVPD

Calculated values
HOMO level, eV: -10.69
SMILES: CCOS(C)(=O)=O.CCOS(C)(=O)=O.CCOS(C)(=O)=O.CCOS(C)(=O)=O.CCOS(C)(=O)=O.C[N+](=O)[O-].C[N+](=O)[O-].C[N+](=O)[O-].C[N+](=O)[O-].C[N+](=O)[O-].C[N+](=O)[O-]
E, eV: -141098.2710
F_max, eV/A: 3.28
LUMO, eV: -0.3

```
117
Properties=species:S:1:pos:R:3:forces:R:3
C 4.1942 -3.6355 0.0658 -0.125 -0.351 0.584
N 4.9092 -3.8699 -1.2036 -0.166 0.328 -0.166
O 5.9076 -3.2219 -1.4357 0.031 0.010 0.017
O 4.4354 -4.7207 -1.9257 0.140 -0.132 -0.270
H 4.1375 -2.5850 0.3295 0.184 0.083 -0.293
H 4.7672 -4.1715 0.8219 -0.081 0.040 0.066
H 3.2169 -4.0879 -0.0394 -0.103 0.010 0.142
C 2.0603 -2.4552 3.6283 -0.863 0.630 -0.318
N 2.0503 -3.7945 4.2434 0.642 -0.585 0.154
O 3.0529 -4.4683 4.1102 0.062 0.161 -0.050
O 1.0514 -4.1650 4.8217 -0.189 0.279 -0.001
H 2.9320 -1.8598 3.8768 0.249 -0.420 0.193
H 1.1596 -1.9505 3.9656 0.042 -0.009 -0.041
H 1.9946 -2.5849 2.5511 0.080 -0.117 0.009
C 4.7935 1.4768 1.2463 -0.664 -0.052 0.124
N 5.4180 2.7320 0.7523 0.000 0.695 0.616
O 4.9456 3.2295 -0.2576 0.234 -0.308 0.107
O 6.3193 3.2216 1.4040 -0.161 -0.350 -0.323
H 3.7507 1.5139 0.9426 0.204 -0.263 -0.383
H 4.7600 1.4306 2.3305 0.557 0.325 0.012
H 5.3550 0.6407 0.8406 -0.068 -0.010 -0.142
C -2.5612 3.6185 -3.1847 0.035 -0.807 0.411
N -1.8726 2.3834 -3.7016 -0.606 0.262 0.141
O -1.3565 1.6237 -2.9078 0.060 0.133 -0.258
O -1.9945 2.1861 -4.8975 0.336 -0.187 0.140
H -2.1661 3.8684 -2.2073 0.432 0.144 -0.162
H -3.5853 3.2815 -3.0157 -0.081 0.191 -0.342
H -2.4663 4.3680 -3.9560 -0.096 0.176 0.093
C 0.9937 4.0841 3.2377 -1.057 -0.077 -0.119
N 2.2438 4.3435 2.4819 0.424 -0.185 1.592
O 3.1991 3.6738 2.8104 0.408 -0.441 -0.177
O 2.2792 5.2186 1.6603 -0.482 0.470 -0.640
H 0.3422 3.5431 2.5522 -0.091 0.141 0.018
H 0.5250 5.0125 3.5534 0.138 0.188 -0.439
H 1.1343 3.4791 4.1258 0.617 -0.147 -0.222
C 2.2368 3.8522 -1.1482 0.937 0.026 0.181
N 0.8540 3.9271 -1.6190 0.167 0.226 0.230
O -0.0376 3.6713 -0.8440 -0.488 -0.218 0.407
O 0.6862 4.3191 -2.7487 -0.279 0.015 -0.813
H 2.8411 3.2527 -1.8231 -0.269 -0.136 -0.075
H 2.2734 3.4653 -0.1409 -0.128 -0.075 -0.034
H 2.6353 4.8635 -1.1893 -0.080 0.028 0.121
O -0.0594 -3.0135 -5.9833 -0.019 0.039 0.377
S -0.3244 -2.3479 -4.7439 -0.332 1.879 0.459
O -0.2788 -3.0256 -3.4812 0.059 0.132 -0.487
O 0.6725 -1.0588 -4.5872 -0.421 -1.195 0.201
C 1.3286 -0.5784 -5.7543 1.148 0.741 -1.030
C 1.8537 0.8217 -5.4752 -0.866 0.765 1.341
C -1.8692 -1.3916 -4.8907 1.167 -1.127 -0.290
H 0.6401 -0.5085 -6.5997 -0.056 -0.270 0.090
H 2.1732 -1.2182 -6.0201 -0.338 -0.316 -0.020
H 2.7393 0.9182 -4.8439 0.159 -0.573 -0.178
H 1.0696 1.2907 -4.8633 0.013 0.220 -0.240
H 1.9921 1.4808 -6.3287 -0.021 -0.423 -0.336
H -1.6849 -0.7665 -5.7606 -0.332 0.048 -0.065
H -2.0333 -0.7944 -4.0016 0.091 -0.132 0.181
H -2.6101 -2.1676 -5.0698 -0.321 0.285 -0.021
O 0.9605 -1.1749 0.9124 0.377 -0.014 0.238
S 0.8911 0.2521 0.8263 -1.712 2.369 -1.496
O 1.6110 1.1461 1.6987 0.139 -0.830 -0.021
O 1.2981 0.7510 -0.6534 -0.576 -0.258 1.314
C 1.0601 -0.1144 -1.7953 0.999 0.184 -0.511
C 2.2444 -1.0651 -1.8530 -0.013 -0.523 -0.859
C -0.8612 0.7525 0.9044 1.474 -0.738 0.624
H 1.0347 0.5852 -2.6297 0.189 -0.028 0.067
H 0.0829 -0.6019 -1.8307 0.054 -0.044 0.609
H 3.1812 -0.6050 -1.5371 -0.230 0.221 0.430
H 2.4757 -1.3728 -2.8754 -0.424 -0.149 0.013
H 2.0213 -1.9558 -1.2681 0.257 -0.005 0.067
H -1.3820 0.2684 0.0840 -0.107 0.001 0.172
H -0.9641 1.8327 0.9291 0.290 0.046 -0.340
H -1.1032 0.3738 1.8986 -0.594 -0.170 -0.193
O -2.4676 3.1860 3.1655 0.128 -0.252 0.552
S -2.6953 2.0979 4.0709 -0.420 -0.493 0.204
O -2.9312 0.7792 3.5353 0.123 0.612 0.405
O -1.4397 2.0691 5.0506 -0.037 0.856 -0.382
C -1.2430 1.0020 5.9998 0.033 -0.877 -0.157
C -0.1036 0.1335 5.5236 -0.244 -0.937 -0.475
C -4.0133 2.5206 5.2234 0.461 -0.361 0.108
H -2.1792 0.4404 6.0443 0.179 -0.136 0.270
H -0.9903 1.4054 6.9805 -0.330 0.462 -0.176
H -0.4001 -0.4062 4.6184 0.025 0.387 -0.183
H 0.1093 -0.6928 6.2074 0.028 0.357 0.365
H 0.8057 0.6982 5.3286 -0.022 0.078 0.062
H -4.3068 1.6328 5.7824 0.146 -0.125 -0.149
H -4.8915 2.8982 4.7096 0.182 0.163 -0.212
H -3.5820 3.2290 5.9267 -0.183 0.269 -0.162
O -2.6354 -0.9540 -1.3649 -0.093 0.220 -0.071
S -3.9309 -0.4392 -1.0430 -0.668 0.205 0.235
O -4.7156 -1.0677 -0.0167 0.224 0.458 -0.441
O -3.7103 1.1176 -0.6778 0.399 -0.819 -1.236
C -4.5638 1.8375 0.2022 -0.753 -0.228 1.728
C -3.9977 3.2325 0.4463 -1.032 -0.676 -0.022
C -4.9027 -0.3275 -2.5495 -0.064 0.603 0.256
H -4.5693 1.2961 1.1570 0.267 0.085 -0.040
H -5.6286 1.8080 -0.0580 0.226 0.182 -0.758
H -4.5686 3.6399 1.2835 0.260 -0.049 0.198
H -4.1996 3.9355 -0.3602 0.547 -0.174 -0.298
H -2.9649 3.0869 0.7407 0.150 0.597 -0.176
H -4.2759 0.0069 -3.3735 0.176 -0.133 0.084
H -5.6698 0.4320 -2.3932 -0.011 -0.061 0.151
H -5.4013 -1.2644 -2.7799 0.263 -0.199 0.189
O 1.2632 -5.4385 1.0707 -0.359 -0.130 -0.506
S 0.3774 -5.9421 0.0514 -1.127 0.047 -1.711
O 0.1038 -7.3440 -0.1048 -0.043 0.705 0.854
O -1.0768 -5.1835 0.1691 1.539 -1.060 -0.074
C -1.0292 -3.7634 0.2934 -1.314 1.150 1.257
C -2.1543 -3.3659 1.2628 -0.058 -0.478 -0.127
C 0.8562 -5.3868 -1.6011 0.148 0.257 1.178
H -1.2457 -3.2582 -0.6525 0.457 -0.327 -0.192
H -0.1229 -3.3810 0.7631 0.347 -0.432 -0.448
H -2.0179 -2.3291 1.5730 -0.180 0.012 -0.068
H -2.1543 -4.0116 2.1426 0.335 0.105 0.081
H -3.1395 -3.5143 0.8184 0.042 0.290 -0.145
H 0.1426 -5.7212 -2.3455 -0.138 -0.223 0.214
H 1.8418 -5.8175 -1.7637 0.090 0.238 -0.159
H 0.8444 -4.2989 -1.5707 0.347 0.009 -0.206
```
Forces are in eV/Å.

=====

Molecular formula: C10H14BBrMnN6
Method: DFT, wB97M-V/def2-TZVPD

Calculated values
Energy relative to the best compared isomer or geometry (same formula, charge and spin), kcal/mol: 0.00
Spin multiplicity: 6
HOMO level (spin up / spin down), eV: -8.51 / -9.34
E, eV: -121581.1037
F_max, eV/A: 2.41
LUMO (spin up / spin down), eV: 0.6 / 0.6

```
33
Properties=species:S:1:pos:R:3:forces:R:3
H -0.1856 -3.8383 -1.5071 -0.077 0.176 0.009
N -0.5550 -1.7626 -1.2267 -0.510 -0.653 -2.259
B -1.0362 0.7371 -1.5314 0.340 -0.600 0.628
N -1.0317 -0.7465 -2.0378 0.166 -1.438 0.280
C -1.3390 -1.2703 -3.2413 0.363 -0.391 0.469
Mn -0.0599 -1.3669 0.6454 1.030 0.665 0.194
H -1.7396 -0.6279 -4.0170 0.104 -0.224 0.101
C -1.0355 -2.6382 -3.2274 -0.007 0.312 0.220
H -1.1513 -3.3467 -4.0264 -0.059 0.045 -0.120
C -0.5389 -2.9132 -1.9422 -0.630 1.910 -0.369
H -1.4814 1.4666 -2.3660 0.032 0.054 0.037
C 3.1034 -0.2981 3.9468 -0.456 0.120 -0.157
H 2.6943 -0.5774 4.9240 0.139 0.069 -0.222
H 2.3673 -0.5646 3.1739 0.259 0.074 0.299
H 3.2880 0.7808 3.9157 0.016 -0.210 0.050
N 0.4324 1.0798 -1.1430 0.864 -0.391 0.737
N -1.8469 0.8129 -0.1965 -0.351 -0.480 1.359
N 1.0977 0.3024 -0.2088 0.828 0.961 -0.468
N -1.5085 0.0008 0.8755 -1.660 1.517 0.400
C 1.2284 2.0872 -1.5459 0.347 -0.622 0.529
C -2.8035 1.6755 0.2012 0.294 -0.503 0.520
H 0.8625 2.7958 -2.2693 0.095 0.060 -0.017
H -3.2004 2.4010 -0.4949 0.014 -0.075 0.132
C 2.4515 1.9710 -0.8871 -0.496 -0.393 0.104
C -3.0965 1.4318 1.5476 0.255 -0.131 -0.236
C 2.3329 0.8385 -0.0543 -1.593 0.488 -1.104
C -2.2590 0.3751 1.9422 0.137 0.524 -1.936
H 3.3071 2.6023 -0.9864 0.210 0.223 -0.061
H -3.8074 1.9413 2.1720 -0.072 0.095 -0.071
H 3.0650 0.4207 0.6163 -0.140 -0.145 0.066
H -2.1672 -0.1159 2.9016 0.073 -0.023 -0.207
H 4.0238 -0.8432 3.7590 0.072 -0.010 0.036
Br 0.5892 -2.8109 2.2884 0.414 -1.003 1.056
```
Forces are in eV/Å.

=====

Molecular formula: C4H7NO2
Method: DFT, wB97M-V/def2-TZVPD

Calculated values
Energy relative to the best compared isomer or geometry (same formula, charge and spin), kcal/mol: 85.24
HOMO level, eV: -9.01
E, eV: -9843.5832
F_max, eV/A: 1.90
LUMO, eV: 0.1

```
14
Properties=species:S:1:pos:R:3:forces:R:3
C -0.6501 2.2264 0.3050 -0.049 -0.055 -0.008
N 0.6833 1.6770 0.0391 0.072 -1.208 -0.187
C 0.7441 0.4035 -0.0999 -1.516 -1.145 0.096
C -0.5539 -0.6255 0.1322 0.429 0.727 0.086
O -0.2731 -1.7210 -0.7160 0.064 -0.174 -0.139
C 0.9393 -2.1609 -0.5391 0.463 1.065 0.098
O 1.7648 -0.3716 -0.3863 -0.805 -0.912 -0.218
H -1.3633 1.9385 -0.4811 0.053 0.052 0.157
H -1.0549 1.9008 1.2755 0.066 0.049 -0.152
H -0.6350 3.3231 0.3202 0.269 -0.307 -0.005
H -1.5807 -0.3453 -0.1323 0.551 0.455 0.145
H -0.5233 -0.9617 1.1806 0.027 0.223 -0.153
H 1.2334 -2.8442 -1.3622 0.385 0.960 0.408
H 1.2695 -2.4389 0.4643 -0.011 0.270 -0.129
```
Forces are in eV/Å.

=====

Molecular formula: C3H8FNOS
Method: DFT, wB97M-V/def2-TZVPD

Calculated values
HOMO level, eV: -9.00
SMILES: C=C(C)F.NSO
E, eV: -20329.1232
F_max, eV/A: 3.10
LUMO, eV: 0.6

```
15
Properties=species:S:1:pos:R:3:forces:R:3
C -0.5287 -0.5529 -1.6908 0.941 0.364 -0.973
C -0.7043 -2.2342 0.1868 -0.960 0.859 -1.018
C -1.2185 -1.5581 -0.8515 0.818 -1.032 1.261
N 0.4063 2.0800 2.1447 1.677 -0.243 0.100
O 1.8492 2.1190 -0.1536 1.027 2.709 1.094
F -2.3871 -1.9952 -1.3672 -0.459 0.652 0.075
S 1.8983 1.5209 1.4179 -0.637 0.353 -0.400
H -1.0830 0.3356 -2.0301 -0.284 -0.302 0.753
H -0.4181 -1.1022 -2.6314 0.592 0.188 -0.204
H 0.4763 -0.1912 -1.3096 -1.292 -0.739 -0.276
H 0.3212 -2.1050 0.3941 0.864 0.508 0.608
H -1.2729 -2.9224 0.7800 -0.190 -0.434 -0.184
H 2.2415 3.0857 -0.1236 -1.182 -2.759 -0.146
H -0.2149 1.2985 2.0923 -0.694 -0.376 0.023
H 0.6349 2.2216 3.1421 -0.221 0.252 -0.715
```
Forces are in eV/Å.